The following is a DFT calculation (ωB97M-V/def2-TZVPD) of a structure of composition C5H9NO3 in a non-equilibrium geometry.

```
18
Properties=species:S:1:pos:R:3:lowdin_charge:R:1
C -1.95 0.30 -0.02 -0.232
C -0.62 -0.25 -0.20 -0.307
C 1.12 -0.85 0.96 -0.152
C 1.69 0.07 0.07 -0.280
C 0.46 0.80 -0.45 -0.228
H -3.88 -0.54 -0.16 0.150
H -2.43 1.45 -0.53 0.215
H -1.91 0.47 1.03 0.090
H -0.51 -0.73 -1.07 0.122
H 1.75 -1.29 1.82 0.153
H 2.70 0.84 0.39 0.234
H 2.93 -1.11 -0.80 -0.038
H 0.61 1.10 -1.38 0.113
H 0.08 1.78 1.19 0.020
N -0.13 -1.06 0.94 0.178
O -2.89 -0.70 -0.46 -0.112
O 2.28 -0.66 -1.05 0.049
O 0.29 1.98 0.35 0.025
```

---

The following is a DFT calculation (ωB97M-V/def2-TZVPD) of a cluster of 2 separate species, C6H14NO in total in a non-equilibrium geometry.

Calculated values
- net charge = +1

```
22
Properties=species:S:1:pos:R:3:lowdin_charge:R:1
C 2.79 1.28 0.21 -0.089
C 1.50 1.88 0.79 -0.223
C 0.35 1.85 -0.24 -0.193
C -0.43 0.56 -0.25 -0.029
C -0.14 -0.33 -1.19 -0.065
N -0.89 -1.53 -1.39 0.075
C -2.07 -1.78 -0.98 0.152
H 3.36 0.66 0.91 0.077
H 3.49 2.05 -0.07 0.075
H 2.58 0.59 -0.59 0.053
H 1.69 2.92 0.92 0.097
H 1.19 1.56 1.79 0.114
H 0.67 2.10 -1.25 0.124
H -0.33 2.64 0.01 0.108
H -1.27 0.43 0.42 0.125
H 0.67 -0.20 -1.89 0.131
H -0.40 -2.27 -1.85 0.168
H -2.71 -1.06 -0.49 0.119
H -2.55 -2.74 -1.10 0.121
H -3.27 -2.98 2.22 0.061
H -1.74 -3.03 2.22 0.053
O -2.49 -2.61 1.79 -0.057
```

---

The following is a DFT calculation (ωB97M-V/def2-TZVPD) of an isolated molecule of C6H12O.

Calculated values
- SMILES = CC1(C)OC1(C)C

```
19
Properties=species:S:1:pos:R:3:lowdin_charge:R:1
C 1.73 0.69 1.15 -0.008
C 0.76 -0.18 0.28 -0.444
C 1.34 -0.50 -1.08 -0.026
O -0.03 -0.92 1.20 0.005
C -0.78 -0.21 0.23 -0.446
C -1.32 1.21 0.18 -0.026
C -1.76 -1.23 -0.42 -0.008
H 1.67 0.32 2.18 0.085
H 1.56 1.77 1.18 0.071
H 2.77 0.53 0.83 0.074
H 1.11 0.42 -1.66 0.097
H 0.80 -1.31 -1.57 0.076
H 2.42 -0.64 -1.13 0.074
H -1.07 1.53 -0.85 0.097
H -2.40 1.33 0.28 0.074
H -0.78 1.88 0.85 0.076
H -1.73 -2.14 0.20 0.085
H -1.58 -1.54 -1.45 0.071
H -2.79 -0.87 -0.36 0.074
```

---

Values of relative energy (zero: lowest compared OMol25 entry of this formula, charge and spin), in order: 6.040; 1.503; 2.735, all in eV.
Values of energy, in order: -12958.66666; -9978.74165; -8461.61932, all in eV.